(1)
Formula: C32H66NO17S7
Source: the Open Molecules 2025 dataset
Level of theory: the ωB97M-V functional and the def2-TZVPD basis

Output
LUMO in eV: -1.80
Total charge: +1
Max |F| in eV Å⁻¹: 11.123
Spin multiplicity: 1
HOMO in Eh: -0.413

Each line ends with the Löwdin charge.
Element x y z (Å)
C -4.84048 3.20050 -1.70002  -0.197
H 2.15052 -4.59350 0.27798  0.151
C -0.22348 4.29150 3.34598  -0.283
C 4.34052 2.28350 -2.66702  -0.229
H -1.09848 -7.20050 0.92898  0.111
C -3.58548 4.27150 0.05298  -0.207
H 1.55952 1.31650 -4.69802  0.107
C 0.22252 5.64150 3.10198  -0.214
C -3.72948 2.82050 0.58898  -0.266
H -1.31248 -4.01150 -1.81202  0.023
O -4.01748 -2.13350 -1.97002  -0.312
O -1.64448 -1.42650 -2.36602  -0.300
H -1.66848 -5.06450 0.24798  0.082
C 3.68252 -0.24750 3.05398  -0.227
H 5.06752 -1.53850 0.31098  0.098
C 0.28152 -0.27150 5.01598  -0.259
H 5.64052 0.85050 -4.00602  0.188
H 1.79252 -4.96750 2.24298  0.147
H 1.71752 6.66350 1.55098  0.190
C -1.28248 -1.68550 6.21398  -0.153
C -0.44748 0.31150 -4.95102  -0.206
C -2.52248 -4.16750 -4.52502  -0.233
C 0.93852 5.65350 1.63198  -0.163
S -4.37048 1.85550 -0.60302  0.613
O 1.81552 -0.02350 -2.03302  0.064
C -2.19948 -3.93550 -2.18502  -0.327
O -1.65348 1.40550 5.46498  -0.313
H -1.31048 0.26350 -0.48702  0.071
H -1.49548 -1.25750 7.15398  0.111
H -2.73848 4.42050 -0.55402  0.114
C -2.15848 -1.13850 5.01598  -0.204
H 2.50552 -2.20950 3.06198  0.124
C -2.88448 -2.71050 -4.34102  -0.197
H 0.74052 0.73850 5.38298  0.140
O 3.89952 0.10150 -3.05902  0.035
O -1.34348 1.80850 -2.86502  -0.314
O 0.06152 -3.13450 0.08598  -0.299
C 0.70252 1.25950 -5.40602  -0.170
H 6.14552 3.39450 -1.86202  0.086
S 0.52052 3.12050 2.27098  0.641
C 5.08452 3.24350 -1.60602  0.013
H -2.23448 -1.82750 4.16398  0.103
O -1.43248 0.54050 3.12598  -0.344
H -0.84248 -0.18550 -5.65402  0.002
H 2.80952 0.16550 3.34798  0.021
O 3.06852 1.90350 -2.08902  0.094
H 4.56452 4.30950 -1.40202  0.134
O -0.33248 2.78250 1.17898  -0.299
C 2.86352 0.63250 -2.30602  -0.511
H 5.00752 2.72950 -0.76602  -0.017
H -3.62948 4.83650 0.89598  0.079
O 4.81752 0.70950 0.85898  -0.315
O -5.67148 1.34450 -0.20902  -0.308
C 0.20252 -1.45550 5.84798  -0.233
C -1.37748 2.68550 -5.39102  -0.219
S 0.10252 -3.93450 1.25198  0.620
H -2.74748 -4.11950 -1.22802  0.121
H 5.65352 -2.26150 2.50998  0.136
H 0.80852 -0.45650 3.82498  0.170
C 3.55052 -1.74450 3.29098  -0.217
S -1.33248 0.31850 4.55098  0.634
H 0.13252 5.76350 1.12198  0.012
H -2.23048 -2.03250 -5.04102  0.136
H -3.90348 -5.04450 -3.09702  0.141
C 1.43952 -5.02650 1.11898  -0.233
H 1.08652 6.04250 3.71998  0.132
H 4.69652 0.26850 3.38798  0.173
O 0.19852 -3.35250 2.59898  -0.338
H -1.62848 -4.43350 -4.90502  0.058
H -0.12048 -0.97250 -0.36502  0.116
C -2.75848 -4.91450 -3.17102  -0.180
H -0.34748 -6.74250 2.44298  0.164
H -5.68948 3.11650 -2.19402  0.034
H 0.75852 -6.34350 -0.43402  0.121
O 2.51752 0.14950 0.82898  -0.314
O 1.13752 2.12350 3.07798  -0.325
S 3.81052 -0.22750 1.32598  0.593
H -3.72248 -2.56150 -4.91402  0.079
O -3.43448 1.08050 -1.32502  -0.312
H 0.92752 0.76850 -6.34702  0.111
H 4.19152 -3.43750 2.22798  0.086
H -4.25448 3.30350 -2.72402  0.142
C 4.57652 -2.44450 2.32098  -0.163
C -4.80148 4.49250 -0.76002  -0.189
H -4.85048 5.36750 -1.54802  0.156
H -0.34848 3.91650 4.56198  0.205
O -2.99548 0.76950 -4.47902  -0.326
C 0.76452 -6.32750 0.64898  -0.257
H 0.01852 0.48050 0.47698  0.097
H -0.01648 -0.36350 -4.01902  0.154
N -0.64348 -0.17050 0.07198  0.368
H -2.31448 -6.04950 -2.92702  0.176
H 3.64452 -2.04550 4.34998  0.121
C 4.22852 -1.81350 0.94198  -0.253
H -1.92448 3.56750 -4.78302  0.147
H 0.80352 -1.40950 6.65298  0.071
H 0.50852 3.39550 -4.84502  0.105
H -4.34848 2.69450 1.64598  0.188
H -3.25748 -1.01450 5.24598  0.134
H -5.67148 4.51550 -0.23002  0.077
H 0.59252 -2.49950 5.46498  0.155
C 5.02252 0.91050 -2.97902  -0.113
H 0.40252 3.02250 -6.49802  0.077
H 4.16552 2.75350 -3.62102  0.135
H 3.30552 -2.22950 0.29298  0.166
H -1.33248 -2.63350 6.36198  0.042
S -2.66548 -2.38150 -2.58302  0.696
C 1.73152 4.30850 1.58098  -0.198
H -1.20548 4.05950 3.32498  0.048
H 5.62752 0.64550 -2.19102  0.090
H 1.46652 -7.22350 0.74398  0.152
H -2.09348 -4.81350 1.73398  0.144
H -0.86948 -0.52150 0.93298  0.070
S -1.71448 1.37250 -4.19002  0.637
C 0.15952 2.68250 -5.56402  -0.208
H 2.71552 4.30850 2.22798  0.149
C -0.49548 -6.43950 1.33998  -0.228
H -0.57848 6.38250 2.96898  0.120
H -3.01648 -4.69150 -5.44302  0.152
H 2.14752 3.88550 0.71798  0.061
H -2.68648 2.39050 0.76198  0.094
H -1.89348 2.53450 -6.35702  0.109
C -1.15548 -5.08250 1.20098  -0.244

=====

(2)
Formula: C32H68ClN9O9S
Source: the Open Molecules 2025 dataset
Level of theory: the ωB97M-V functional and the def2-TZVPD basis

Output
LUMO in eV: 0.42
Max |F| in eV Å⁻¹: 4.868
Spin multiplicity: 1
HOMO in Eh: -0.312

Each line ends with the Löwdin charge.
Element x y z (Å)
C 0.09487 -0.77358 0.82309  -0.241
H 5.15745 -5.14288 2.65464  0.083
H 3.64691 3.52225 -0.10245  0.063
C -0.39006 1.90472 3.61224  -0.169
H -0.14794 4.95978 -2.17002  0.089
H -2.49024 1.35917 1.79947  0.114
H -3.55581 -0.15867 2.96742  0.101
C 5.37867 -4.08681 2.52146  0.008
H -2.91180 -3.24947 0.35528  0.032
H 3.38682 2.64495 -5.88819  0.087
C -4.04905 -7.94424 -1.02773  -0.056
H -0.35651 1.04145 5.63479  0.118
N 2.32089 3.12289 2.13029  0.086
H 4.45520 -2.29672 -0.71716  0.089
C -0.02531 -2.13825 1.50616  -0.112
H -3.12455 -5.27512 -2.57383  0.089
H -4.90065 -8.19249 -0.39774  0.083
H 1.14520 0.70062 2.61673  0.097
H -3.68971 1.79482 -3.89169  0.077
N -2.99937 -2.26169 0.53163  0.005
H -2.04673 -5.42544 -1.17934  0.092
O 2.79787 3.33616 5.10674  -0.334
H -1.50431 6.78687 -3.35028  0.084
H 2.39094 3.52322 -1.07200  0.050
H 2.94079 1.41849 -0.48648  0.053
H 4.38850 -0.54372 -4.52920  0.085
O -3.95191 0.65714 -1.41494  0.011
H -0.66506 -2.74170 0.85934  0.100
C 3.38680 -1.63711 2.42552  -0.163
H 3.95846 -1.47772 3.34682  0.114
C -3.17607 4.14257 -2.26092  -0.364
H -2.70970 -2.80215 2.50104  0.096
C 0.10071 0.55911 -0.96655  -0.468
C -0.25899 1.45393 0.23579  -0.124
O 4.00213 -4.26814 0.65559  0.115
H -3.16575 6.35556 -3.82197  0.091
C 1.28557 -2.96036 1.60238  -0.164
C -0.60506 0.49775 1.42742  -0.294
H 5.22780 -3.59151 3.48335  0.077
H -0.06235 3.39255 1.13901  0.115
N 3.95311 1.48558 -4.24245  -0.186
H -3.52556 -2.23233 -3.78653  0.079
H 1.78066 -2.98223 0.63666  0.099
H 4.49454 0.41816 -2.58814  0.133
H 4.82567 0.52436 -5.87725  0.090
C -4.60872 -5.66103 -0.34970  -0.330
N -4.02648 -0.21804 -3.52195  -0.192
H -2.20073 -6.77571 -2.32694  0.087
N 2.60064 1.38862 0.47170  0.115
O -0.21986 -0.70253 -0.56827  0.062
H 4.32050 3.50433 -4.64071  0.095
H 2.62462 3.09486 -4.34436  0.089
H 0.42448 3.34050 -0.51677  0.088
H 6.43237 -3.98547 2.26338  0.086
H -4.77956 -1.61221 -4.87994  0.089
H 3.02497 -1.43227 -0.17850  0.073
N -3.83010 -6.51061 -1.04191  -0.196
O -4.46762 -4.45011 -0.32686  -0.002
O 0.54753 0.85273 -1.99801  0.158
Cl 1.14021 5.55624 4.20838  0.383
O 1.93088 4.76064 6.78210  -0.355
H -0.48618 4.48472 -3.85602  0.089
H -0.02753 2.86136 3.24181  0.074
H -1.47070 1.93340 3.75855  0.119
C -2.42283 6.30398 -3.02468  -0.042
H -4.24403 -8.29584 -2.04278  0.090
H -0.78314 3.33967 -2.53179  0.069
C 4.07455 -1.62674 0.05047  -0.072
S 1.67881 4.09814 5.54871  0.324
C 0.49747 2.78979 0.43267  -0.047
H 2.51794 2.31731 2.71793  0.052
H 0.19214 2.88611 6.90226  0.103
H -0.13450 -0.17614 3.40616  0.100
H -3.16154 -8.44736 -0.63903  0.091
H -4.29303 -2.16566 2.16831  0.103
H -2.00042 -0.85494 3.29194  0.082
N 2.64763 3.70708 -0.10787  0.068
H 1.25860 1.44515 4.94199  0.100
C 0.07046 0.70225 2.79102  -0.129
C -2.70186 -0.64331 2.48751  -0.154
H 3.11942 0.11618 -5.57834  0.092
H -2.81964 6.82432 -2.15204  0.092
H -0.64637 3.67999 5.57595  0.097
C -2.15348 0.37407 1.45325  -0.107
O -4.32839 4.50875 -2.12854  0.015
N 4.32151 -2.13689 1.39588  -0.100
H -3.50724 -1.27223 -1.84757  0.118
H 1.59587 -2.03099 3.50759  0.106
H -3.07624 -1.15659 -5.12522  0.089
H 1.16510 -0.54553 0.86751  0.103
H -3.83966 -1.98304 0.04001  0.049
C -3.81865 -0.27319 -2.19313  -0.335
C -3.23039 -2.00999 1.95607  -0.250
C -0.81789 4.38979 -2.81880  -0.059
C -3.84062 -1.37286 -4.37540  -0.054
H -2.86157 3.10750 -2.03491  0.116
O 4.10296 2.36828 -2.15580  -0.012
C 2.20402 -2.56709 2.77089  -0.158
C 0.21552 1.74845 5.03579  -0.212
N -2.16122 4.91606 -2.68908  -0.194
H 0.94345 -3.97879 1.80327  0.112
H -5.40971 -6.16729 0.21432  0.136
C 4.49417 -3.53263 1.43225  -0.549
H 2.60481 -3.42549 3.31452  0.104
H 2.98707 -0.66611 2.14957  0.082
C 4.07998 0.32649 -5.10470  -0.049
C -2.73357 -5.96960 -1.82905  -0.031
C 4.19633 1.42400 -2.92788  -0.328
C 1.99079 2.70359 0.75812  -0.602
H 4.59402 -0.67435 -0.08543  0.074
C 0.21939 3.06694 5.83139  -0.253
C 3.54687 2.75659 -4.81878  -0.029
H -4.56534 0.93610 -5.18592  0.087
H -5.39008 1.35756 -3.66479  0.100
H -1.25148 1.81466 -0.08309  0.139
H 3.21659 3.59738 2.04968  0.079
H -2.57070 0.26485 0.44587  0.089
C -4.44648 1.04075 -4.11002  -0.030
H -0.50547 -2.09157 2.47902  0.096
H 3.44438 1.30317 1.03082  0.078